Below is a structure of composition C20H34HgO10 in a non-equilibrium geometry, with properties calculated with ωB97M-V/def2-TZVPD.

Its LUMO energy is 0.66 eV. As for the HOMO energy: -6.68 eV. The net charge is 0. The calculation puts the energy relative to the best compared isomer or geometry (same formula, charge and spin) at 3.3 kcal per mole. For the HOMO-LUMO gap, the calculation gives 7.340 eV.

Structure (XYZ):
```
65
Properties=species:S:1:pos:R:3:nbo_charge:R:1
Hg 0.54804 -0.02969 0.06008 1.689
C 1.73911 -1.39254 -3.64833 -0.615
C 2.52683 -0.60662 -2.60433 -0.028
O 1.74971 0.17468 -1.78652 -1.003
H 1.09518 -0.75365 -4.26002 0.173
H 1.03740 -2.13438 -3.24293 0.164
H 2.44052 -1.99170 -4.23903 0.195
H 3.25493 0.01437 -3.15001 0.129
H 3.19103 -1.35642 -2.13850 0.123
C 2.27083 -0.45176 4.31828 -0.632
C 2.55380 0.21735 2.95140 0.002
O 1.83992 -0.31269 1.91790 -1.017
H 2.52201 -1.51154 4.32204 0.202
H 1.18779 -0.43032 4.47631 0.182
H 2.78925 0.17418 5.04779 0.186
H 3.65018 0.20867 2.80295 0.113
H 2.33342 1.30230 3.05574 0.076
O -1.35510 0.48178 -1.52126 -0.613
C -1.38217 0.53362 -2.72309 0.827
O -1.91028 -0.42648 -3.48448 -0.486
C -1.70654 -0.09602 -4.87507 -0.079
C -1.63634 1.40835 -4.86762 -0.431
C -0.96242 1.75574 -3.51358 -0.521
H -2.47524 -0.47126 -5.54852 0.199
H -0.77926 -0.60828 -5.14548 0.190
H -2.61156 1.89532 -4.79142 0.206
H -1.07973 1.84680 -5.69546 0.221
H -1.30972 2.70178 -3.11723 0.239
H 0.10238 1.81321 -3.73843 0.261
O 0.35632 2.27611 0.49657 -0.607
C 0.84747 3.16048 1.11340 0.832
O 1.69749 4.03038 0.46031 -0.486
C 2.21314 4.99773 1.35023 -0.070
C 1.23729 5.07815 2.54194 -0.428
C 0.64201 3.64810 2.52401 -0.545
H 2.19903 5.99146 0.90157 0.190
H 3.20941 4.71664 1.68839 0.183
H 0.43849 5.79910 2.42665 0.213
H 1.94295 5.17927 3.36523 0.226
H -0.42807 3.84243 2.63019 0.236
H 0.94182 2.94806 3.29811 0.264
O -0.46106 -2.02896 -0.54490 -0.630
C -0.14479 -3.05574 -1.08504 0.833
O 1.06453 -3.58891 -0.85676 -0.461
C 1.20324 -4.82328 -1.53635 -0.071
C 0.06194 -4.88039 -2.56989 -0.438
C -0.96435 -3.92026 -2.01733 -0.536
H 1.17888 -5.66677 -0.83904 0.179
H 2.19699 -4.92187 -1.97645 0.199
H -0.23997 -5.91730 -2.71234 0.223
H 0.39442 -4.54294 -3.55226 0.220
H -1.76252 -4.37418 -1.43175 0.247
H -1.33308 -3.20140 -2.74888 0.258
O -1.23655 -0.09855 1.76888 -0.595
C -2.08012 -0.26100 2.60320 0.820
O -2.51717 -1.46779 2.96007 -0.473
C -3.27577 -1.39632 4.16544 -0.076
C -3.83730 0.03684 4.14627 -0.431
C -2.67727 0.78934 3.50132 -0.533
H -2.70529 -1.59477 5.07308 0.188
H -4.07278 -2.13636 4.10855 0.197
H -3.99539 0.45371 5.14378 0.218
H -4.78178 0.17281 3.62439 0.217
H -1.89054 1.14678 4.16663 0.244
H -3.04560 1.65462 2.95161 0.242
```

Below is a structure of composition C20H34I2MgO2SSeSi2Te in a non-equilibrium geometry, with properties calculated with ωB97M-V/def2-TZVPD.

Its LUMO energy (alpha / beta) is -1.82 / -1.82 eV. As for the HOMO energy (alpha / beta): -7.87 / -7.87 eV. The net charge is 0. The calculation puts the energy relative to the best compared isomer or geometry (same formula, charge and spin) at 0.0 kcal per mole. For the HOMO-LUMO gap (alpha / beta), the calculation gives 6.044 / 6.045 eV.

Structure (XYZ):
```
64
Properties=species:S:1:pos:R:3:nbo_charge:R:1
Mg 0.46847 -0.64558 -0.55732 1.737
C 1.73481 -1.77113 4.60372 -1.120
Si 0.17350 -2.16212 3.61719 1.488
C -1.19301 -2.22350 4.88807 -1.126
C 0.31585 -3.90082 2.94857 -1.132
Se -0.01370 -0.63583 1.99298 -0.983
H 1.97081 -2.53759 5.34187 0.232
H 1.62539 -0.78653 5.07818 0.233
H 2.54055 -1.62445 3.89364 0.231
H -0.81364 -2.94538 5.62954 0.233
H -2.14412 -2.63061 4.52389 0.240
H -1.41379 -1.29347 5.42862 0.240
H 0.66839 -4.54675 3.73901 0.232
H 0.98801 -3.98709 2.09686 0.238
H -0.64863 -4.26676 2.55505 0.241
O 1.31860 1.11037 -0.62271 -1.122
S 1.53061 2.55940 -0.92315 1.311
C -0.03152 3.22440 -1.44059 -0.290
C -0.03231 4.16610 -2.43279 -0.203
C -1.27401 4.67771 -2.84390 -0.199
C -2.47377 4.23550 -2.28356 -0.184
C -2.40761 3.26012 -1.28855 -0.205
C -1.20799 2.76968 -0.84413 -0.147
C 1.68680 3.38220 0.65537 -0.175
C 2.07574 4.72307 0.62103 -0.243
C 2.15549 5.39230 1.80779 -0.199
C 1.90168 4.73616 3.02137 -0.194
C 1.53135 3.40342 3.01585 -0.183
C 1.39286 2.70489 1.82735 -0.238
H 0.88436 4.54124 -2.86198 0.226
H -1.30678 5.45096 -3.60504 0.220
H -3.42493 4.60859 -2.65495 0.227
H -3.33428 2.94034 -0.84836 0.226
H -1.17728 2.01563 -0.08010 0.229
H 2.33768 5.17131 -0.31224 0.218
H 2.44543 6.41730 1.77490 0.218
H 2.02808 5.29657 3.93492 0.222
H 1.39738 2.84696 3.94321 0.227
H 1.08806 1.66841 1.81983 0.268
C 2.39192 0.18937 -4.99889 -0.891
Te 0.75704 -0.65766 -3.88914 0.469
C 1.76817 -2.46944 -3.49367 -0.885
H 2.47512 -0.38050 -5.91732 0.222
H 3.31462 0.11940 -4.39188 0.224
H 2.10697 1.25371 -5.15238 0.224
H 2.77295 -2.29954 -3.10190 0.223
H 1.84677 -3.05762 -4.38285 0.221
H 1.16284 -2.95460 -2.72487 0.247
I 3.05199 -1.93465 0.63818 -0.008
I 5.22060 -2.52163 -0.96084 -0.086
C -1.92084 -4.24847 -0.50552 -1.147
Si -2.22709 -2.55745 -1.25607 1.923
C -3.57552 -1.82214 -0.13686 -1.137
C -2.97239 -2.78517 -2.96053 -1.149
O -0.86203 -1.68458 -1.37403 -1.501
H -2.74708 -4.98260 -0.66829 0.231
H -1.81342 -4.10358 0.57178 0.227
H -1.03914 -4.76676 -0.88350 0.230
H -4.42646 -2.52582 -0.11809 0.227
H -3.98146 -0.83635 -0.42487 0.223
H -3.24641 -1.74160 0.89655 0.236
H -3.97368 -3.25023 -2.82608 0.228
H -2.43223 -3.50854 -3.57940 0.230
H -3.01378 -1.81858 -3.51899 0.232
```